C6H4O in the gas phase in a non-equilibrium geometry. Source: the OMol25 dataset; level of theory: the ωB97M-V functional and the def2-TZVPD basis.

- SMILES string = C#CC(=O)C#CC
- max |F| (Eh/bohr) = 0.0232
- Kohn-Sham gap (Eh) = 0.361
- relative energy (zero: lowest compared OMol25 entry of this formula, charge and spin) (kcal/mol) = 73.40

Geometry as ORCA input:
```
! RIJCOSX wB97M-V def2-TZVPD def2/J DEFGRID3
* xyz 0 1
C -3.10 0.74 -1.36
C -2.29 0.21 -0.66
C -1.21 -0.36 0.09
O -1.34 -1.14 1.01
C 0.09 0.09 -0.32
C 1.28 0.27 -0.18
C 2.34 -0.16 0.72
H -3.82 1.22 -1.98
H 2.59 -1.20 0.47
H 1.91 -0.13 1.74
H 3.23 0.45 0.70
*
```

---

A molecular structure, C6H4O. Source: the OMol25 dataset; level of theory: the ωB97M-V functional and the def2-TZVPD basis.

- max |F| (Eh/bohr) = 0.0137
- Kohn-Sham gap (Eh) = 0.374
- relative energy (zero: lowest compared OMol25 entry of this formula, charge and spin) (kcal/mol) = 63.30

Geometry as ORCA input:
```
! RIJCOSX wB97M-V def2-TZVPD def2/J DEFGRID3
* xyz 0 1
C -2.62 1.27 1.37
C -1.55 0.79 0.88
C -0.36 0.21 0.37
C -0.09 -1.06 -0.03
C 1.21 -1.02 -0.62
C 1.61 0.28 -0.53
O 0.68 1.04 0.06
H -2.43 1.14 0.08
H -0.76 -1.90 0.07
H 1.76 -1.85 -1.04
H 2.51 0.79 -0.84
*
```

---

A molecular structure, C6H5Cl2GaNO3Ti in a non-equilibrium geometry. Source: the OMol25 dataset; level of theory: the ωB97M-V functional and the def2-TZVPD basis.

- max |F| (Eh/bohr) = 0.1864
- Kohn-Sham gap (spin up / spin down) (Eh) = 0.212 / 0.214
- relative energy (zero: lowest compared OMol25 entry of this formula, charge and spin) (kcal/mol) = 6.46

Geometry as ORCA input:
```
! RIJCOSX wB97M-V def2-TZVPD def2/J DEFGRID3
* xyz 4 2
Ga 2.23 2.55 -3.36
Ti -0.25 -1.24 -1.20
Cl 3.07 0.89 -2.08
Cl -0.63 -2.98 -2.47
C -0.83 0.40 -2.13
C 3.80 3.04 -2.29
C 0.99 1.69 -4.45
O -1.36 1.32 -2.65
O 4.61 2.96 -1.44
O 0.26 0.90 -4.87
C -1.30 -1.72 3.82
C -1.56 -0.48 2.90
C -1.02 -0.68 1.61
N -0.55 -0.90 0.55
H -1.77 -2.62 3.38
H -1.79 -1.47 4.77
H -0.21 -1.85 3.97
H -2.66 -0.29 2.69
H -1.03 0.47 3.25
*
```

---

C6H5Cl2NO2S in the gas phase in a non-equilibrium geometry. Source: the OMol25 dataset; level of theory: the ωB97M-V functional and the def2-TZVPD basis.

- SMILES string = Oc1ccc(O)n1SC=C(Cl)Cl
- max |F| (Eh/bohr) = 0.0660
- Kohn-Sham gap (Eh) = 0.306
- relative energy (zero: lowest compared OMol25 entry of this formula, charge and spin) (kcal/mol) = 23.83

Geometry as ORCA input:
```
! RIJCOSX wB97M-V def2-TZVPD def2/J DEFGRID3
* xyz 0 1
O 2.06 1.01 1.09
C 0.97 1.27 0.30
C 0.60 2.04 -0.75
C -0.79 1.73 -1.04
C -1.24 0.84 -0.19
O -2.44 0.28 -0.01
N -0.15 0.49 0.61
S -0.23 -0.65 1.82
C -0.29 -2.26 0.69
C 0.59 -2.63 -0.21
Cl 0.26 -3.98 -1.28
Cl 2.05 -1.88 -0.67
H 2.88 1.49 0.97
H 0.99 2.91 -1.27
H -1.38 1.93 -1.92
H -2.70 0.28 0.90
H -1.18 -2.86 0.95
*
```

---

A gas-phase ion, C6H5Cl2O4 (charge -1) in a non-equilibrium geometry. Source: the OMol25 dataset; level of theory: the ωB97M-V functional and the def2-TZVPD basis.

- SMILES string = O=C(O)C(=O)C[C@@H](Cl)/C([O-])=C/Cl
- max |F| (Eh/bohr) = 0.0400
- Kohn-Sham gap (Eh) = 0.209
- relative energy (zero: lowest compared OMol25 entry of this formula, charge and spin) (kcal/mol) = 7.19

Geometry as ORCA input:
```
! RIJCOSX wB97M-V def2-TZVPD def2/J DEFGRID3
* xyz -1 1
O -1.65 -0.12 -1.33
C -1.16 0.92 -0.97
O -1.85 2.08 -0.92
C 0.29 1.15 -0.61
O 0.65 2.33 -0.55
C 1.19 -0.02 -0.37
C 0.51 -1.06 0.51
Cl 1.67 -2.38 0.85
C 0.07 -0.44 1.85
O 0.88 0.24 2.50
C -1.23 -0.75 2.17
Cl -1.97 -0.14 3.60
H -1.19 2.76 -0.66
H 2.09 0.35 0.14
H 1.48 -0.46 -1.32
H -0.32 -1.53 -0.02
H -1.90 -1.31 1.54
*
```

---

C6H5Cl3N2O2 in the gas phase in a non-equilibrium geometry. Source: the OMol25 dataset; level of theory: the ωB97M-V functional and the def2-TZVPD basis.

- SMILES string = N[C@@]1(Cl)C(Cl)=CNC(C(=O)O)=C1Cl
- max |F| (Eh/bohr) = 0.0582
- Kohn-Sham gap (Eh) = 0.327
- relative energy (zero: lowest compared OMol25 entry of this formula, charge and spin) (kcal/mol) = 0.00

Geometry as ORCA input:
```
! RIJCOSX wB97M-V def2-TZVPD def2/J DEFGRID3
* xyz 0 1
N -1.18 -2.08 1.18
C -0.66 -1.41 0.09
Cl -1.00 -2.38 -1.55
C -1.39 0.01 -0.18
Cl -3.06 0.06 0.14
C -0.70 1.03 -0.69
N 0.67 1.01 -0.83
C 1.40 -0.10 -0.40
C 2.89 0.10 -0.41
O 3.68 -0.75 -0.67
O 3.26 1.36 -0.10
C 0.81 -1.20 0.10
Cl 1.74 -2.46 0.79
H -2.19 -2.14 1.15
H -0.75 -2.98 1.33
H -1.18 1.97 -0.95
H 1.07 1.56 -1.57
H 2.52 1.90 0.20
*
```

---

A gas-phase ion, C6H5Cl3N3 (charge +1) in a non-equilibrium geometry. Source: the OMol25 dataset; level of theory: the ωB97M-V functional and the def2-TZVPD basis.

- SMILES string = N#[N+][C@]1(Cl)C=C(Cl)C(Cl)=C[C@@H]1N
- max |F| (Eh/bohr) = 0.0867
- Kohn-Sham gap (Eh) = 0.278
- relative energy (zero: lowest compared OMol25 entry of this formula, charge and spin) (kcal/mol) = 60.29

Geometry as ORCA input:
```
! RIJCOSX wB97M-V def2-TZVPD def2/J DEFGRID3
* xyz 1 1
N 0.59 0.79 2.44
N -0.03 1.43 1.74
C -0.31 1.48 0.40
Cl 1.03 2.53 -0.20
C -1.60 1.88 -0.06
C -2.65 1.06 -0.23
Cl -4.28 1.51 -0.59
C -2.38 -0.40 0.15
Cl -3.70 -1.32 0.49
C -1.14 -1.01 0.21
C 0.12 -0.29 -0.09
N 1.22 -0.67 0.53
H -1.81 2.92 -0.27
H -1.19 -2.14 0.38
H 0.21 0.03 -1.18
H 2.12 -0.34 0.18
H 1.24 -0.82 1.55
*
```

---

C6H5ClN2S in the gas phase in a non-equilibrium geometry. Source: the OMol25 dataset; level of theory: the ωB97M-V functional and the def2-TZVPD basis.

- SMILES string = [H]\N=C1/SC=C/C1=C/N=C/Cl
- max |F| (Eh/bohr) = 0.0873
- Kohn-Sham gap (Eh) = 0.279
- relative energy (zero: lowest compared OMol25 entry of this formula, charge and spin) (kcal/mol) = 1.42

Geometry as ORCA input:
```
! RIJCOSX wB97M-V def2-TZVPD def2/J DEFGRID3
* xyz 0 1
H 0.43 -1.54 2.20
N 0.41 -0.80 1.53
C -0.22 -0.92 0.43
S -1.15 -2.36 -0.11
C -2.05 -1.40 -1.25
C -1.50 -0.16 -1.46
C -0.38 0.14 -0.56
C 0.44 1.27 -0.49
N 1.55 1.31 0.18
C 2.03 1.21 1.33
Cl 3.71 1.16 1.40
H -2.92 -1.73 -1.87
H -1.92 0.52 -2.24
H 0.18 2.09 -1.25
H 1.41 1.21 2.15
*
```

---

C6H5ClNO2P in the gas phase in a non-equilibrium geometry. Source: the OMol25 dataset; level of theory: the ωB97M-V functional and the def2-TZVPD basis.

- SMILES string = O=[N+]([O-])P(Cl)c1ccccc1
- max |F| (Eh/bohr) = 0.0602
- Kohn-Sham gap (Eh) = 0.347
- relative energy (zero: lowest compared OMol25 entry of this formula, charge and spin) (kcal/mol) = 0.00

Geometry as ORCA input:
```
! RIJCOSX wB97M-V def2-TZVPD def2/J DEFGRID3
* xyz 0 1
O -3.20 2.35 -0.67
N -3.79 1.38 -0.24
O -4.74 1.39 0.50
P -3.33 -0.41 -0.90
Cl -4.22 -1.48 0.75
C -1.56 -0.31 -0.46
C -0.93 -1.03 0.52
C 0.34 -0.91 0.90
C 1.10 0.09 0.32
C 0.56 0.76 -0.74
C -0.76 0.62 -1.18
H -1.46 -1.66 1.18
H 0.74 -1.74 1.56
H 2.17 0.29 0.57
H 1.12 1.42 -1.40
H -0.98 1.49 -1.79
*
```

---

2 unconnected molecules or ions with the total composition C6H5ClNO3P in a non-equilibrium geometry. Source: the OMol25 dataset; level of theory: the ωB97M-V functional and the def2-TZVPD basis.

- max |F| (Eh/bohr) = 0.0985
- Kohn-Sham gap (spin up / spin down) (Eh) = 0.286 / 0.286
- relative energy (zero: lowest compared OMol25 entry of this formula, charge and spin) (kcal/mol) = 15.00

Geometry as ORCA input:
```
! RIJCOSX wB97M-V def2-TZVPD def2/J DEFGRID3
* xyz 0 1
C 1.12 -0.12 -0.17
C 0.22 -0.08 -1.26
C 0.72 0.06 1.16
C -1.13 0.08 -1.01
C -0.61 0.40 1.36
C -1.53 0.32 0.29
N -4.24 -1.61 -0.17
O -3.49 -2.55 -0.24
O -5.45 -1.60 -0.20
O -3.63 1.07 1.88
P -3.31 0.61 0.52
Cl -4.00 1.76 -0.95
H 2.19 -0.46 -0.25
H 0.47 -0.18 -2.22
H 1.38 0.05 1.91
H -1.75 0.04 -1.91
H -1.06 0.60 2.40
*
```